Record 1
C24H48AsF24N9O18S6 | ωB97M-V/def2-TZVPD

Cartesian coordinates (Å):
C (-5.60, 13.18, 12.94)
C (-6.30, 14.59, 12.70)
O (-5.64, 15.63, 12.78)
N (-7.76, 14.59, 12.67)
H (-8.19, 13.72, 12.38)
H (-8.12, 14.96, 13.53)
C (-8.27, 15.50, 11.53)
H (-5.83, 12.44, 12.18)
H (-5.63, 12.79, 13.96)
H (-4.54, 13.41, 12.84)
H (-9.34, 15.38, 11.43)
H (-7.97, 15.15, 10.53)
H (-8.11, 16.53, 11.83)
C (-3.51, 22.23, 17.73)
C (-4.11, 23.04, 16.56)
O (-3.69, 23.01, 15.43)
N (-5.37, 23.89, 16.85)
H (-6.06, 23.62, 16.16)
H (-5.80, 23.67, 17.73)
C (-5.16, 25.42, 16.69)
H (-3.12, 22.82, 18.56)
H (-2.69, 21.72, 17.23)
H (-4.19, 21.46, 18.09)
H (-4.66, 25.75, 15.78)
H (-4.54, 25.78, 17.52)
H (-6.16, 25.78, 16.95)
C (-7.91, 20.30, 4.95)
C (-7.15, 20.62, 6.24)
O (-6.13, 20.07, 6.68)
N (-7.86, 21.61, 7.15)
H (-8.71, 21.89, 6.69)
H (-8.24, 21.04, 7.89)
C (-6.95, 22.75, 7.58)
H (-7.81, 21.11, 4.23)
H (-8.99, 20.20, 5.08)
H (-7.59, 19.40, 4.43)
H (-7.57, 23.52, 8.03)
H (-6.46, 23.18, 6.71)
H (-6.19, 22.30, 8.22)
C (-6.31, 19.21, 15.47)
C (-4.82, 19.41, 15.35)
O (-4.05, 19.05, 16.23)
N (-4.36, 19.78, 13.96)
H (-5.08, 20.17, 13.37)
H (-3.67, 20.52, 14.04)
C (-3.53, 18.69, 13.35)
H (-6.85, 18.90, 14.57)
H (-6.69, 20.16, 15.83)
H (-6.62, 18.60, 16.32)
H (-3.35, 18.98, 12.31)
H (-4.19, 17.83, 13.49)
H (-2.56, 18.53, 13.82)
C (-6.41, 27.22, 10.44)
C (-4.93, 27.49, 10.45)
O (-4.21, 27.33, 9.51)
N (-4.47, 28.25, 11.71)
H (-3.67, 28.80, 11.45)
H (-5.17, 28.94, 11.95)
C (-3.88, 27.27, 12.84)
H (-6.91, 28.15, 10.19)
H (-6.90, 26.94, 11.38)
H (-6.65, 26.35, 9.83)
H (-3.25, 27.82, 13.54)
H (-3.16, 26.58, 12.39)
H (-4.69, 26.71, 13.30)
C (-11.32, 22.51, 10.85)
C (-11.95, 22.08, 12.13)
O (-12.95, 21.38, 12.25)
N (-11.20, 22.62, 13.36)
H (-10.24, 22.47, 13.07)
H (-11.27, 23.62, 13.30)
C (-11.74, 22.14, 14.75)
H (-11.11, 23.58, 10.93)
H (-12.03, 22.31, 10.04)
H (-10.38, 21.99, 10.72)
H (-12.83, 22.19, 14.72)
H (-11.35, 22.78, 15.54)
H (-11.45, 21.10, 14.88)
C (0.26, 27.12, 9.87)
F (-0.14, 28.37, 9.58)
F (1.41, 27.20, 10.49)
F (-0.63, 26.65, 10.77)
S (0.25, 25.96, 8.30)
O (0.61, 26.88, 7.20)
O (1.24, 24.97, 8.69)
N (-1.49, 25.56, 8.23)
S (-1.54, 24.17, 8.89)
O (-0.95, 23.17, 8.04)
O (-1.18, 24.16, 10.35)
C (-3.47, 23.85, 8.76)
F (-3.71, 22.55, 8.99)
F (-4.11, 24.60, 9.67)
F (-3.96, 24.13, 7.57)
C (-8.82, 25.63, 14.80)
F (-8.77, 24.27, 14.71)
F (-9.43, 26.10, 15.94)
F (-7.54, 26.15, 14.81)
S (-9.76, 26.27, 13.22)
O (-9.90, 27.74, 13.51)
O (-8.82, 25.88, 12.15)
N (-11.25, 25.29, 13.20)
S (-12.25, 26.38, 13.57)
O (-12.08, 26.84, 14.92)
O (-12.40, 27.45, 12.52)
C (-13.85, 25.35, 13.54)
F (-13.68, 24.38, 14.40)
F (-14.88, 26.09, 13.98)
F (-13.92, 24.86, 12.21)
C (-6.05, 23.44, 12.11)
F (-6.36, 24.64, 12.72)
F (-6.42, 23.49, 10.84)
F (-4.78, 23.14, 12.23)
S (-7.10, 22.14, 13.14)
O (-6.63, 22.40, 14.51)
O (-8.53, 22.35, 12.90)
N (-6.42, 20.63, 12.52)
S (-7.42, 20.18, 11.45)
O (-8.50, 19.33, 11.97)
O (-7.80, 21.27, 10.54)
C (-6.31, 18.95, 10.51)
F (-5.83, 17.97, 11.34)
F (-6.94, 18.38, 9.53)
F (-5.19, 19.60, 10.03)
As (-10.90, 18.82, 8.80)
F (-11.07, 18.14, 7.12)
F (-9.37, 19.56, 8.24)
F (-10.78, 19.52, 10.41)
F (-12.45, 17.98, 9.25)
F (-10.10, 17.30, 9.38)
F (-11.96, 20.27, 8.40)

For the highest occupied orbital energy, the calculation gives -11.740 eV. As for the total charge: +2. The LUMO energy is -6.035 eV. Its largest force on an atom is 7.71 eV Å⁻¹.

***

Record 2
C2H8N3S2 | ωB97M-V/def2-TZVPD

Cartesian coordinates (Å):
C (1.79, 0.40, -0.74)
C (-0.75, 0.49, -0.53)
N (-1.92, 1.72, 0.81)
N (-0.88, 0.98, 0.72)
N (0.55, -0.42, -0.34)
S (-3.57, 0.20, 0.41)
S (-2.19, -0.74, -0.73)
H (2.01, 1.26, 0.00)
H (2.70, -0.11, -0.91)
H (1.59, 0.83, -1.69)
H (-0.71, 0.99, -1.53)
H (-2.13, 2.14, 1.71)
H (0.65, -1.28, -1.02)
H (0.67, -0.76, 0.60)
H (-3.40, -0.77, 1.28)

For the highest occupied orbital energy, the calculation gives -12.937 eV. As for the total charge: +1. The LUMO energy is -3.945 eV. Its largest force on an atom is 4.44 eV Å⁻¹.

***

Record 3
C4H16NO4 | ωB97M-V/def2-TZVPD

Cartesian coordinates (Å):
C (1.20, -1.39, -2.26)
C (0.64, -0.07, -1.93)
C (0.39, 0.97, -2.71)
C (1.17, 0.28, 0.39)
N (0.30, 0.16, -0.52)
H (1.86, -1.82, -1.50)
H (0.44, -2.16, -2.41)
H (1.86, -1.39, -3.13)
H (-0.05, 1.84, -2.23)
H (0.64, 1.02, -3.76)
H (0.89, 0.61, 1.38)
H (2.21, 0.11, 0.19)
H (-0.76, 0.28, -0.35)
H (-2.91, 0.31, -1.03)
H (-2.57, -0.49, 0.39)
O (-2.27, 0.09, -0.35)
H (-1.35, -0.80, 4.54)
H (-0.81, -2.00, 3.77)
O (-0.96, -1.05, 3.70)
H (3.48, 3.81, 0.25)
H (2.68, 3.32, 1.48)
O (2.60, 3.65, 0.59)
H (-3.46, -2.20, 1.50)
H (-2.59, -1.36, 2.46)
O (-2.62, -1.71, 1.55)

For the highest occupied orbital energy, the calculation gives -13.713 eV. As for the total charge: +1. The LUMO energy is -3.670 eV. Its largest force on an atom is 1.51 eV Å⁻¹.

***

Record 4
C4H10N2O | ωB97M-V/def2-TZVPD

Cartesian coordinates (Å):
C (-0.35, 2.49, 0.67)
C (-0.39, 1.19, 1.03)
O (-1.13, 0.27, 0.26)
C (-0.42, -0.97, 0.25)
C (-0.88, -1.79, -0.94)
N (1.04, -0.64, 0.22)
N (1.52, 0.01, -0.97)
H (0.25, 3.20, 1.24)
H (-1.08, 2.89, -0.02)
H (-0.10, 0.82, 2.01)
H (-0.62, -1.52, 1.18)
H (-0.33, -2.74, -1.01)
H (-0.78, -1.24, -1.88)
H (-1.94, -2.02, -0.84)
H (1.50, -0.48, 1.10)
H (2.27, -0.50, -1.43)
H (1.44, 1.03, -0.88)

For the highest occupied orbital energy, the calculation gives -9.034 eV. As for the total charge: 0. The LUMO energy is 1.114 eV. Its largest force on an atom is 2.42 eV Å⁻¹.

***

Record 5
C4H8O2 | ωB97M-V/def2-TZVPD

Cartesian coordinates (Å):
C (1.14, 1.97, 0.63)
C (0.49, 1.00, -0.33)
O (0.16, -0.25, 0.30)
C (-0.44, -1.11, -0.56)
C (-1.22, -2.20, 0.13)
O (-0.41, -0.94, -1.76)
H (0.53, 2.13, 1.53)
H (2.15, 1.68, 0.94)
H (1.22, 2.94, 0.12)
H (-0.46, 1.40, -0.71)
H (1.13, 0.81, -1.20)
H (-0.59, -2.97, 0.61)
H (-1.85, -2.68, -0.61)
H (-1.85, -1.78, 0.92)

For the highest occupied orbital energy, the calculation gives -10.398 eV. As for the total charge: 0. The LUMO energy is 0.975 eV. Its largest force on an atom is 0.64 eV Å⁻¹.

***

Record 6
C11H17GaNO4S | ωB97M-V/def2-TZVPD

Cartesian coordinates (Å):
C (4.99, 2.94, 0.61)
C (4.12, 4.14, 0.21)
C (2.69, 3.69, 0.02)
O (2.34, 2.98, -0.89)
O (1.89, 4.15, 0.98)
C (0.69, 3.38, 1.32)
C (-0.51, 3.58, 0.41)
Ga (-1.25, 1.85, -0.37)
S (-1.52, 0.38, 1.46)
H (6.05, 3.18, 0.54)
H (4.76, 2.63, 1.63)
H (4.77, 2.10, -0.05)
H (4.47, 4.53, -0.75)
H (4.17, 4.93, 0.96)
H (1.00, 2.33, 1.41)
H (0.48, 3.73, 2.33)
H (-1.31, 4.04, 0.99)
H (-0.23, 4.25, -0.41)
H (-0.29, 1.16, -1.43)
H (-2.76, 2.03, -0.89)
H (-0.25, 0.23, 1.87)
C (-0.78, -3.56, -0.66)
C (-0.86, -4.84, -1.19)
C (-2.08, -5.50, -1.23)
C (-3.20, -4.84, -0.73)
C (-3.13, -3.56, -0.20)
C (-1.91, -2.92, -0.16)
N (-4.50, -5.53, -0.78)
O (-4.52, -6.66, -1.24)
O (-5.47, -4.94, -0.37)
H (0.17, -3.05, -0.63)
H (0.02, -5.33, -1.57)
H (-2.18, -6.49, -1.63)
H (-4.03, -3.09, 0.17)
H (-1.82, -1.92, 0.25)

For the highest occupied orbital energy, the calculation gives -4.681 eV. As for the total charge: -1. The LUMO energy is 1.788 eV. Its largest force on an atom is 0.45 eV Å⁻¹.

***

Record 7
C6H9NS | ωB97M-V/def2-TZVPD

Cartesian coordinates (Å):
C (-0.45, -1.17, 0.94)
C (-1.08, -0.46, 0.07)
C (-2.35, -0.77, -0.71)
C (-0.51, 0.96, 0.04)
C (0.69, 1.55, 0.10)
N (2.12, 1.04, -0.02)
C (2.23, -0.41, -0.21)
S (3.83, -0.76, -0.20)
H (-0.74, -2.13, 1.26)
H (0.55, -0.86, 1.41)
H (-2.50, -1.81, -0.93)
H (-3.16, -0.17, -0.16)
H (-2.41, -0.19, -1.74)
H (-1.41, 1.84, 0.35)
H (0.92, 2.67, 0.11)
H (2.83, 1.74, 0.17)
H (1.45, -1.08, -0.48)

For the highest occupied orbital energy, the calculation gives -8.343 eV. As for the total charge: 0. The LUMO energy is 0.027 eV. Its largest force on an atom is 7.41 eV Å⁻¹.

***

Record 8
C46H65BrF3N2O2P3S3ScSi | ωB97M-V/def2-TZVPD

Cartesian coordinates (Å):
Sc (0.27, 0.46, -0.79)
N (3.58, 0.14, 0.07)
P (2.31, -0.50, 1.00)
C (2.64, 0.03, 2.70)
C (1.98, 1.17, 3.19)
C (2.25, 1.65, 4.46)
C (3.19, 1.00, 5.26)
C (3.85, -0.13, 4.78)
C (3.57, -0.61, 3.51)
C (2.63, -2.28, 1.03)
C (3.35, -2.88, 0.00)
C (3.51, -4.26, -0.03)
C (2.95, -5.05, 0.96)
C (2.23, -4.45, 1.99)
C (2.07, -3.08, 2.03)
P (2.99, 1.00, -1.26)
C (3.53, 2.71, -1.02)
C (3.47, 3.59, -2.09)
C (3.71, 4.94, -1.89)
C (4.04, 5.41, -0.62)
C (4.12, 4.53, 0.44)
C (3.86, 3.18, 0.25)
C (3.95, 0.44, -2.69)
C (5.30, 0.78, -2.81)
C (6.04, 0.28, -3.87)
C (5.44, -0.54, -4.81)
C (4.10, -0.86, -4.70)
C (3.35, -0.37, -3.64)
H (4.56, 0.02, 0.29)
H (1.26, 1.67, 2.56)
H (1.74, 2.52, 4.83)
H (3.40, 1.37, 6.25)
H (4.57, -0.63, 5.41)
H (4.08, -1.50, 3.15)
H (3.78, -2.27, -0.79)
H (4.07, -4.71, -0.84)
H (3.08, -6.12, 0.93)
H (1.80, -5.07, 2.77)
H (1.51, -2.63, 2.84)
H (3.21, 3.23, -3.08)
H (3.66, 5.63, -2.73)
H (4.23, 6.47, -0.47)
H (4.38, 4.89, 1.43)
H (3.90, 2.50, 1.09)
H (5.76, 1.44, -2.08)
H (7.09, 0.54, -3.96)
H (6.02, -0.92, -5.64)
H (3.63, -1.49, -5.45)
H (2.29, -0.60, -3.57)
F (0.35, -2.81, -0.96)
C (0.54, -1.71, -1.62)
F (0.41, -2.00, -2.88)
F (-1.12, -0.85, -1.33)
C (-4.26, 0.51, 3.21)
C (-4.27, -0.69, 2.25)
C (-4.13, -0.11, 0.83)
C (-5.64, -1.38, 2.37)
Si (-2.87, -1.93, 2.65)
Br (-0.92, -0.87, 1.94)
C (-2.91, -3.54, 1.61)
C (-3.32, -3.24, 0.16)
C (-3.92, -4.53, 2.22)
C (-1.54, -4.22, 1.55)
C (-2.51, -2.20, 4.51)
C (-1.87, -0.99, 5.20)
C (-1.54, -3.37, 4.72)
C (-3.83, -2.54, 5.24)
H (-5.03, 1.22, 2.88)
H (-3.31, 1.04, 3.19)
H (-4.50, 0.24, 4.23)
H (-4.96, 0.59, 0.66)
H (-4.17, -0.86, 0.05)
H (-3.21, 0.45, 0.71)
H (-6.42, -0.64, 2.21)
H (-5.80, -1.82, 3.35)
H (-5.77, -2.16, 1.62)
H (-4.35, -2.90, 0.07)
H (-3.23, -4.17, -0.42)
H (-2.67, -2.50, -0.31)
H (-4.93, -4.10, 2.31)
H (-3.61, -4.89, 3.20)
H (-4.00, -5.40, 1.56)
H (-0.79, -3.59, 1.07)
H (-1.63, -5.13, 0.94)
H (-1.16, -4.52, 2.53)
H (-0.89, -0.76, 4.79)
H (-1.74, -1.23, 6.26)
H (-2.48, -0.09, 5.14)
H (-0.59, -3.21, 4.19)
H (-1.95, -4.33, 4.40)
H (-1.30, -3.45, 5.78)
H (-4.52, -1.70, 5.25)
H (-3.61, -2.79, 6.28)
H (-4.35, -3.39, 4.80)
C (-0.71, 0.16, -5.90)
C (-2.09, -0.01, -5.31)
C (-3.19, 0.64, -6.14)
O (-2.19, 0.45, -3.93)
P (-1.64, 1.76, -3.24)
S (-2.52, 2.02, -1.53)
S (0.40, 1.59, -2.98)
O (-1.89, 2.85, -4.37)
C (-1.46, 4.23, -4.47)
C (-1.22, 4.90, -3.13)
C (-0.25, 4.29, -5.38)
H (-0.69, -0.29, -6.89)
H (0.05, -0.32, -5.28)
H (-0.45, 1.22, -6.00)
H (-2.30, -1.07, -5.20)
H (-2.99, 1.70, -6.29)
H (-4.15, 0.52, -5.65)
H (-3.23, 0.15, -7.11)
H (-2.31, 4.71, -4.96)
H (-0.37, 4.45, -2.62)
H (-2.10, 4.83, -2.49)
H (-1.00, 5.95, -3.31)
H (0.61, 3.80, -4.91)
H (0.02, 5.33, -5.57)
H (-0.46, 3.81, -6.33)
S (-1.22, 4.14, 1.84)
C (-0.08, 4.65, 0.68)
C (0.47, 3.58, 0.06)
N (0.00, 2.36, 0.50)
C (-0.90, 2.53, 1.44)
H (0.13, 5.69, 0.50)
H (1.19, 3.62, -0.74)
H (-1.42, 1.71, 1.92)

For the highest occupied orbital energy, the calculation gives -10.409 eV. As for the total charge: +1. The LUMO energy is -2.070 eV. Its largest force on an atom is 0.80 eV Å⁻¹.

***

Record 9
C5H10N2 | ωB97M-V/def2-TZVPD

Cartesian coordinates (Å):
C (1.76, 1.00, 0.38)
N (0.56, 0.53, -0.28)
C (-0.49, 1.42, -0.46)
C (-1.66, 0.92, -0.08)
C (-1.43, -0.44, 0.51)
N (0.02, -0.66, 0.35)
C (0.33, -1.81, -0.47)
H (2.49, 0.20, 0.39)
H (2.16, 1.84, -0.19)
H (1.58, 1.32, 1.41)
H (-0.27, 2.37, -0.91)
H (-2.63, 1.35, -0.20)
H (-1.69, -0.48, 1.58)
H (-2.00, -1.22, -0.01)
H (1.41, -1.84, -0.63)
H (0.04, -2.71, 0.07)
H (-0.17, -1.80, -1.45)

For the highest occupied orbital energy, the calculation gives -7.441 eV. As for the total charge: 0. The LUMO energy is 1.125 eV. Its largest force on an atom is 0.54 eV Å⁻¹.

***

Record 10
C22H26BrN5O2PTl | ωB97M-V/def2-TZVPD

Cartesian coordinates (Å):
Tl (0.59, 0.43, 1.14)
O (-3.03, 4.15, -1.23)
C (-3.85, 3.50, -0.37)
C (-5.17, 3.83, -0.24)
C (-6.03, 3.06, 0.53)
C (-5.54, 2.10, 1.42)
C (-4.23, 1.73, 1.34)
C (-3.41, 2.34, 0.34)
C (-1.98, 1.79, 0.17)
O (-1.62, 1.00, 1.21)
N (-0.97, 2.93, 0.00)
N (0.18, 2.27, -0.56)
C (1.12, 3.11, -1.08)
C (2.45, 2.65, -1.34)
Br (2.72, 0.77, -1.57)
C (3.47, 3.53, -1.24)
C (4.91, 3.33, -1.15)
C (5.66, 3.79, -0.05)
C (7.03, 3.59, 0.08)
C (7.72, 2.86, -0.91)
C (7.00, 2.32, -1.97)
C (5.62, 2.51, -2.07)
H (-2.08, 3.88, -0.96)
H (-5.56, 4.56, -0.88)
H (-7.09, 3.34, 0.63)
H (-6.21, 1.54, 2.11)
H (-3.73, 1.00, 1.94)
H (-1.86, 1.28, -0.83)
H (-0.70, 3.04, 0.93)
H (1.02, 4.17, -1.25)
H (3.12, 4.51, -0.83)
H (5.11, 4.39, 0.73)
H (7.54, 4.03, 0.94)
H (8.78, 2.70, -0.93)
H (7.49, 1.57, -2.65)
H (5.04, 2.02, -2.82)
C (-1.87, -5.10, -0.89)
N (-1.89, -3.69, -0.38)
C (-2.37, -3.67, 1.05)
N (-1.53, -4.49, 1.89)
C (-1.49, -5.83, 1.36)
N (-1.04, -5.93, -0.02)
C (0.37, -5.62, -0.08)
P (0.59, -3.86, 0.57)
C (-0.66, -2.97, -0.59)
C (-0.26, -3.93, 2.25)
H (-1.63, -5.20, -1.93)
H (-2.89, -5.49, -0.89)
H (-3.37, -4.08, 1.12)
H (-2.40, -2.66, 1.43)
H (-2.50, -6.24, 1.36)
H (-0.95, -6.47, 2.03)
H (0.72, -5.73, -1.08)
H (0.93, -6.35, 0.50)
H (-0.39, -2.96, -1.63)
H (-0.80, -1.91, -0.31)
H (-0.36, -2.89, 2.69)
H (0.30, -4.58, 2.99)

For the highest occupied orbital energy, the calculation gives -7.348 eV. As for the total charge: 0. The LUMO energy is -1.077 eV. Its largest force on an atom is 4.86 eV Å⁻¹.

***

Record 11
C2H5N3S2 | ωB97M-V/def2-TZVPD

Cartesian coordinates (Å):
N (1.72, -0.72, -0.38)
C (0.43, -1.05, -0.07)
S (-0.09, -2.60, 0.15)
N (-0.38, 0.10, 0.08)
N (0.33, 1.31, 0.13)
C (-1.76, 0.20, 0.07)
S (-2.87, -0.95, -0.16)
H (2.39, -1.48, -0.23)
H (2.06, 0.21, -0.14)
H (0.09, 1.80, 0.98)
H (0.07, 1.92, -0.67)
H (-1.98, 1.27, 0.23)

For the highest occupied orbital energy, the calculation gives -7.719 eV. As for the total charge: 0. The LUMO energy is -0.145 eV. Its largest force on an atom is 1.14 eV Å⁻¹.

***

no.,frontier orbital gap (hartree)
1,0.20965
2,0.33046
3,0.36905
4,0.37295
5,0.41797
6,0.23773
7,0.30758
8,0.30645
9,0.31479
10,0.23042
11,0.27835